[1]
Molecular formula: C30H40N6O11
Method: DFT, wB97M-V/def2-TZVPD

Structure (ORCA input):
```
! RIJCOSX wB97M-V def2-TZVPD def2/J DEFGRID3
* xyz 0 1
C -63.542 26.896 36.156
C -62.111 26.949 35.579
C -61.560 28.342 35.544
C -61.139 28.934 36.914
C -60.005 28.051 37.445
C -60.494 26.508 37.613
N -61.199 26.050 36.462
O -61.202 24.819 36.171
C -61.245 26.316 38.890
C -59.116 25.818 37.848
C -62.042 26.415 34.061
H -64.118 27.672 35.903
H -63.559 26.664 37.144
H -64.235 26.049 35.648
H -62.352 28.923 35.002
H -60.594 28.301 34.930
H -62.136 29.031 37.314
H -60.861 29.903 36.921
H -59.508 28.472 38.144
H -59.273 28.056 36.822
H -60.807 26.600 39.797
H -61.887 25.401 38.870
H -62.147 26.890 38.764
H -59.240 24.669 38.021
H -58.537 26.288 38.631
H -58.357 25.906 37.117
H -62.273 25.280 34.148
H -61.094 26.445 33.646
H -62.845 26.920 33.453
N -56.930 27.179 34.588
O -58.133 26.919 34.450
O -56.221 27.667 33.640
O -56.526 27.448 35.800
C -57.919 31.638 32.513
C -57.677 33.078 33.119
C -57.689 33.159 34.594
C -57.580 31.980 35.413
C -57.972 30.580 34.770
C -58.047 30.512 33.254
N -57.324 32.139 36.888
O -57.709 31.238 37.781
O -56.728 33.087 37.226
H -58.153 31.492 31.585
H -57.720 34.029 32.386
H -57.471 34.179 35.252
H -58.027 29.637 35.584
H -58.495 29.726 32.921
C -51.396 27.949 33.778
C -50.260 28.479 34.603
C -50.688 29.362 35.699
C -52.195 29.657 36.075
C -53.264 29.134 35.085
C -52.771 28.119 34.075
N -52.485 30.374 37.314
O -53.751 30.712 37.398
O -51.635 30.613 38.161
H -51.259 27.334 32.837
H -49.111 28.304 34.557
H -50.032 29.881 36.432
H -54.201 29.057 35.237
H -53.641 27.710 33.483
C -53.186 33.029 32.340
C -53.919 31.889 32.911
C -53.903 30.569 32.243
C -53.146 30.387 30.821
C -52.373 31.723 30.384
C -52.318 32.970 31.197
N -53.051 29.130 30.074
O -53.302 28.095 30.806
O -52.564 29.059 28.942
H -53.201 33.978 32.922
H -54.438 32.031 33.717
H -54.463 29.726 32.588
H -51.959 31.651 29.331
H -51.972 33.673 30.729
C -53.435 25.542 39.691
O -52.681 25.396 40.626
N -53.170 26.020 38.543
C -54.195 26.377 37.573
C -51.860 26.602 38.170
H -54.502 25.346 39.937
H -54.932 27.243 37.654
H -54.903 25.545 37.438
H -53.797 26.439 36.481
H -51.617 26.671 37.115
H -50.887 26.010 38.660
H -51.745 27.466 38.696
*
```

Results
* electronic energy: -63190.0071 eV
* molar mass: 660.681 g mol⁻¹
* highest occupied orbital energy: -8.482 eV
* max |F|: 13.88 eV/Å
* energy above the lowest of the compared OMol25 structures with the same formula, charge and spin: 0.873 eV
* Kohn-Sham gap: 4.25 eV

***

[2]
Molecular formula: C30H40O30
Method: DFT, wB97M-V/def2-TZVPD

Structure (ORCA input):
```
! RIJCOSX wB97M-V def2-TZVPD def2/J DEFGRID3
* xyz 0 1
C -2.103 0.632 5.178
C -1.096 -0.314 4.499
O -1.960 -1.264 3.809
C -3.240 -1.024 4.076
O -4.082 -1.786 3.636
O -3.439 -0.015 4.864
H -2.118 1.617 4.729
H -2.051 0.685 6.258
H -0.508 -0.886 5.169
H -0.534 0.293 3.839
C -1.224 -5.551 3.265
C -1.509 -4.153 2.472
O -0.248 -3.527 2.544
C 0.625 -4.201 3.316
O 1.739 -3.822 3.450
O 0.090 -5.305 3.783
H -1.182 -6.387 2.594
H -1.951 -5.760 4.071
H -2.248 -3.543 2.932
H -1.556 -4.246 1.416
C -1.970 -0.476 -6.351
C -2.387 -0.495 -4.899
O -2.848 0.884 -4.701
C -2.183 1.680 -5.553
O -2.255 2.878 -5.422
O -1.547 0.982 -6.544
H -2.815 -0.610 -7.040
H -1.025 -0.995 -6.652
H -1.494 -0.749 -4.303
H -3.278 -1.118 -4.628
C 2.898 1.517 -4.187
C 1.820 0.916 -3.292
O 2.214 -0.517 -3.295
C 3.082 -0.745 -4.218
O 3.592 -1.838 -4.496
O 3.385 0.396 -4.878
H 3.707 2.021 -3.710
H 2.426 2.264 -4.806
H 0.821 0.988 -3.810
H 1.817 1.355 -2.310
C 1.368 3.658 1.033
C 2.159 3.292 2.294
O 1.090 2.681 3.172
C -0.098 2.612 2.489
O -1.146 2.405 2.956
O 0.163 2.904 1.176
H 1.759 3.411 0.090
H 1.102 4.715 0.987
H 2.534 4.195 2.763
H 2.897 2.558 2.099
C 0.826 5.387 -5.858
C 2.103 5.944 -5.492
O 2.149 5.827 -4.081
C 1.427 4.788 -3.770
O 1.387 4.244 -2.680
O 0.779 4.377 -4.850
H 0.765 4.849 -6.859
H -0.115 6.000 -5.833
H 2.279 7.003 -5.738
H 2.884 5.322 -5.946
C -6.151 -0.824 1.000
C -6.406 0.067 2.229
O -5.557 1.207 2.019
C -4.817 1.000 0.916
O -4.097 1.851 0.515
O -4.964 -0.244 0.417
H -6.951 -0.876 0.299
H -5.862 -1.815 1.205
H -6.054 -0.430 3.141
H -7.429 0.369 2.267
C -1.775 0.434 -0.447
C -1.449 -0.397 0.870
O -0.066 -0.245 0.920
C 0.459 0.375 -0.130
O 1.609 0.687 -0.221
O -0.458 0.522 -1.076
H -2.162 1.419 -0.200
H -2.420 -0.211 -1.059
H -1.593 -1.478 0.779
H -1.869 0.083 1.730
C 2.690 -4.036 -0.302
C 2.553 -2.471 -0.137
O 1.231 -2.181 -0.483
C 0.549 -3.266 -0.754
O -0.579 -3.193 -1.093
O 1.338 -4.393 -0.605
H 3.019 -4.526 0.571
H 3.253 -4.269 -1.157
H 3.278 -2.068 -0.851
H 2.757 -2.214 0.895
C 5.330 -1.745 3.381
C 3.987 -1.134 3.357
O 3.556 -1.125 4.689
C 4.574 -1.458 5.486
O 4.526 -1.701 6.622
O 5.706 -1.657 4.768
H 6.099 -1.340 2.790
H 5.218 -2.765 3.056
H 3.334 -1.800 2.792
H 3.913 -0.104 3.038
*
```

Results
* electronic energy: -93182.5830 eV
* molar mass: 880.620 g mol⁻¹
* highest occupied orbital energy: -10.522 eV
* max |F|: 4.56 eV/Å
* energy above the lowest of the compared OMol25 structures with the same formula, charge and spin: 1.895 eV
* Kohn-Sham gap: 10.97 eV

***

Among the records above, which one has the highest max |F|?
C30H40N6O11